Record 1
The following is a quantum chemistry calculation of C58H59N3O2P2Pd as an isolated structure at a distorted geometry, from OMol25.

Atoms and positions in Å:
C -1.907 1.582 -5.913
C -1.198 2.842 -5.654
C -1.826 4.157 -5.830
N 0.141 2.788 -5.305
O 0.775 3.858 -5.133
O 0.692 1.668 -5.162
H -2.982 1.687 -5.773
H -1.724 1.233 -6.928
H -1.552 0.803 -5.242
H -2.909 4.105 -5.738
H -1.455 4.854 -5.081
H -1.584 4.578 -6.804
C -1.450 -6.895 4.161
N -0.641 -6.509 3.007
C 0.105 -7.591 2.377
C -0.739 -5.262 2.375
C -0.490 -5.153 0.999
C -0.706 -3.979 0.340
C -1.159 -2.829 1.008
C -1.376 -1.588 0.290
C -1.125 -1.414 -1.108
C -1.198 -0.174 -1.828
C -2.131 0.912 -1.627
C -2.008 2.064 -2.428
C -2.928 3.076 -2.374
C -4.012 3.001 -1.484
N -4.935 4.050 -1.392
C -5.667 4.295 -0.158
C -5.071 5.064 -2.429
C -4.131 1.864 -0.667
C -3.235 0.834 -0.756
Pd 0.272 -0.162 -0.162
P 2.133 -1.549 -0.250
C 3.426 -0.496 -0.951
C 4.658 -0.383 -0.345
C 5.660 0.367 -0.930
C 5.418 1.029 -2.115
C 4.175 0.946 -2.709
C 3.180 0.180 -2.127
C 2.630 -2.162 1.369
C 3.843 -2.804 1.458
C 4.292 -3.289 2.672
C 3.508 -3.137 3.798
C 2.277 -2.518 3.705
C 1.834 -2.038 2.486
C 1.862 -2.984 -1.317
C 1.948 -4.238 -0.751
C 1.630 -5.364 -1.490
C 1.238 -5.231 -2.806
C 1.183 -3.979 -3.384
C 1.499 -2.854 -2.640
P 0.379 1.672 1.276
C -0.773 1.430 2.655
C -0.318 1.426 3.956
C -1.204 1.301 5.007
C -2.551 1.157 4.748
C -3.011 1.139 3.446
C -2.119 1.293 2.401
C 2.024 2.017 1.940
C 2.602 3.246 1.714
C 3.823 3.559 2.284
C 4.467 2.633 3.078
C 3.904 1.389 3.283
C 2.683 1.086 2.708
C -0.141 3.114 0.323
C -1.058 4.009 0.831
C -1.364 5.162 0.129
C -0.741 5.419 -1.076
C 0.179 4.521 -1.584
C 0.483 3.373 -0.875
C -1.345 -2.928 2.406
C -1.135 -4.108 3.068
H -2.151 -6.111 4.437
H -2.017 -7.794 3.934
H -0.796 -7.105 5.002
H 0.921 -7.179 1.781
H 0.526 -8.243 3.139
H -0.552 -8.174 1.732
H -0.151 -6.005 0.437
H -0.488 -3.922 -0.710
H -1.809 -0.767 0.864
H -0.703 -2.252 -1.671
H -0.645 -0.117 -2.771
H -1.166 2.137 -3.096
H -2.809 3.963 -2.975
H -5.062 3.989 0.693
H -5.897 5.354 -0.060
H -6.591 3.727 -0.170
H -4.891 4.633 -3.414
H -6.079 5.466 -2.400
H -4.354 5.866 -2.255
H -4.928 1.803 0.054
H -3.411 -0.066 -0.196
H 4.837 -0.871 0.596
H 6.628 0.425 -0.462
H 6.199 1.611 -2.575
H 3.979 1.472 -3.629
H 2.211 0.114 -2.592
H 4.435 -2.932 0.566
H 5.247 -3.784 2.729
H 3.858 -3.510 4.746
H 1.660 -2.406 4.583
H 0.874 -1.560 2.406
H 2.188 -4.329 0.296
H 1.649 -6.336 -1.026
H 0.970 -6.104 -3.378
H 0.890 -3.875 -4.416
H 1.429 -1.874 -3.082
H 0.735 1.522 4.148
H -0.848 1.334 6.024
H -3.249 1.069 5.562
H -4.062 1.019 3.238
H -2.465 1.320 1.381
H 2.097 3.964 1.092
H 4.262 4.530 2.120
H 5.408 2.878 3.543
H 4.401 0.655 3.897
H 2.232 0.126 2.870
H -1.522 3.813 1.779
H -2.067 5.864 0.535
H -0.943 6.330 -1.608
H 0.675 4.719 -2.520
H 1.239 2.690 -1.236
H -1.648 -2.053 2.952
H -1.271 -4.182 4.134

**Maximum force**: 0.0766 Eh/bohr
**Relative energy (zero: lowest compared OMol25 entry of this formula, charge and spin)**: 36.65 kJ/mol
**Orbital gap**: 0.1295 hartree
**Charge**: -2

---

Record 2
The following is a quantum chemistry calculation of the molecule C8H10ClOP at a distorted geometry, from OMol25.

Atoms and positions in Å:
C 2.741 1.034 -1.116
P 1.996 -0.027 -0.046
C 2.911 -0.327 1.489
Cl 1.419 -1.753 -0.848
O 0.190 0.194 0.979
C -0.935 -0.153 0.360
C -1.761 -1.175 1.058
C -2.992 -1.497 0.533
C -3.471 -0.822 -0.618
C -2.733 0.137 -1.292
C -1.487 0.519 -0.784
H 2.571 0.860 -2.140
H 3.210 1.923 -0.751
H 2.098 -0.499 2.214
H 3.634 -1.286 1.425
H 3.482 0.534 1.713
H -1.329 -1.835 1.956
H -3.624 -2.137 1.114
H -4.349 -1.235 -1.075
H -2.998 0.305 -2.313
H -0.959 1.256 -1.351

**Maximum force**: 0.0632 Eh/bohr
**Relative energy (zero: lowest compared OMol25 entry of this formula, charge and spin)**: 348.00 kJ/mol
**Orbital gap**: 0.2953 hartree
**SMILES**: C=[P@](C)(Cl)Oc1ccccc1

---

Record 3
The following is a quantum chemistry calculation of a 2-piece molecular cluster, C2H4N2O3 overall at a distorted geometry, from OMol25.

Atoms and positions in Å:
O 0.813 -2.908 -1.269
N 0.615 -1.771 -0.816
C 0.378 -0.547 -1.322
C 0.302 0.352 -0.223
N 0.532 -0.345 0.859
O 0.698 -1.604 0.481
H -0.011 -0.459 -2.317
H 0.195 1.428 -0.365
O -1.826 2.326 2.152
H -1.861 1.387 2.350
H -1.420 2.389 1.364

**Maximum force**: 0.0929 Eh/bohr
**Relative energy (zero: lowest compared OMol25 entry of this formula, charge and spin)**: 598.68 kJ/mol
**Orbital gap (spin up / spin down)**: 0.3657 / 0.3657 hartree
**SMILES**: [O-][n+]1ccno1.O

---

Record 4
The following is a quantum chemistry calculation of a 2-piece molecular cluster, C2HClIO2 overall at a distorted geometry, from OMol25.

Atoms and positions in Å:
C 2.186 0.801 0.153
C -2.168 -0.396 -0.319
O 2.245 0.451 1.242
O 2.164 1.008 -0.972
Cl -0.739 0.797 -0.434
I -1.206 -2.464 -0.406
H -2.483 -0.197 0.736

**Maximum force**: 0.0377 Eh/bohr
**Relative energy (zero: lowest compared OMol25 entry of this formula, charge and spin)**: 101.26 kJ/mol
**Orbital gap**: 0.2253 hartree
**Charge**: -1

---

Record 5
The following is a quantum chemistry calculation of C28H36ClF5N3O2RuS3Si as an isolated structure, from OMol25.

Atoms and positions in Å:
Ru -0.150 0.313 -0.453
F 2.259 -0.299 5.882
C 2.121 -0.460 4.565
C 0.870 -0.370 3.977
F -0.206 -0.119 4.727
C 0.750 -0.543 2.612
F -0.493 -0.433 2.083
C 1.830 -0.798 1.777
S 1.668 -1.026 0.035
C 3.073 -0.873 2.403
F 4.173 -1.111 1.683
C 3.226 -0.713 3.769
F 4.436 -0.795 4.326
C -2.669 -7.288 0.478
C -2.267 -5.897 -0.029
C -0.755 -5.939 -0.287
C -2.562 -4.901 1.100
C -3.036 -5.545 -1.351
O -2.898 -6.611 -2.294
C -4.519 -5.173 -1.171
C -5.519 -6.292 -0.806
C -6.148 -6.159 0.563
C -6.240 -7.248 1.422
C -6.831 -7.137 2.672
C -7.344 -5.915 3.066
Cl -8.080 -5.756 4.632
C -7.282 -4.814 2.227
C -6.687 -4.945 0.983
C -2.364 -4.418 -2.166
N -2.270 -3.121 -1.522
C -1.167 -2.461 -1.193
N -1.492 -1.287 -0.673
C -2.854 -1.274 -0.740
N -3.360 -2.367 -1.246
H -2.055 -7.537 1.345
H -2.498 -8.064 -0.269
H -3.704 -7.324 0.808
H -0.255 -6.426 0.550
H -0.316 -4.944 -0.372
H -0.520 -6.506 -1.189
H -1.927 -5.137 1.956
H -3.598 -4.968 1.436
H -2.360 -3.864 0.827
H -3.529 -7.305 -2.079
H -4.837 -4.725 -2.114
H -4.584 -4.371 -0.438
H -5.081 -7.290 -0.878
H -6.321 -6.279 -1.548
H -5.844 -8.209 1.112
H -6.892 -7.987 3.336
H -7.697 -3.868 2.546
H -6.646 -4.081 0.331
H -2.920 -4.295 -3.095
H -1.350 -4.711 -2.424
H -0.167 -2.848 -1.288
H -3.455 -0.457 -0.382
C -2.057 4.942 -0.608
O -0.936 4.303 0.019
C -0.820 2.996 -0.068
S -1.870 1.966 -0.881
S 0.525 2.248 0.656
H -1.774 5.984 -0.707
H -2.933 4.843 0.031
H -2.251 4.497 -1.582
C 1.037 0.744 -5.251
Si -0.253 0.429 -3.923
C -0.835 -1.354 -4.105
C -1.734 1.526 -4.277
C 0.595 0.767 -2.287
H 0.614 0.545 -6.239
H 1.907 0.096 -5.125
H 1.389 1.777 -5.240
H -0.949 -1.591 -5.166
H -1.809 -1.508 -3.632
H -0.122 -2.067 -3.687
H -2.030 1.403 -5.322
H -1.501 2.580 -4.113
H -2.596 1.280 -3.655
H 0.789 1.848 -2.239
H 1.580 0.285 -2.331

**Maximum force**: 0.0194 Eh/bohr
**Relative energy (zero: lowest compared OMol25 entry of this formula, charge and spin)**: 8.28 kJ/mol
**2S+1**: 2
**Orbital gap (spin up / spin down)**: 0.2744 / 0.2610 hartree
**⟨S²⟩**: 0.76

---

Record 6
The following is a quantum chemistry calculation of a 2-piece molecular cluster, C2H2N2O4 overall at a distorted geometry, from OMol25.

Atoms and positions in Å:
O 0.555 -2.240 1.273
N -0.431 -1.869 0.743
O -1.233 -2.601 0.159
C -0.818 -0.538 0.663
N -1.402 0.459 0.824
O -1.679 1.572 1.043
C 1.237 1.287 -1.237
O 0.695 0.189 -1.326
H 1.928 1.830 -1.921
H 1.147 1.911 -0.219

**Maximum force**: 0.0721 Eh/bohr
**Relative energy (zero: lowest compared OMol25 entry of this formula, charge and spin)**: 680.03 kJ/mol
**Orbital gap**: 0.3414 hartree
**SMILES**: O=[N+]([O-])C#[N+][O-].C=O